This record from the OMol25 dataset describes an isolated molecule of C3H4N2O2. The level of theory is ωB97M-V/def2-TZVPD.

Computed properties:
- M: 100.1 g mol⁻¹
- Gap between HOMO and LUMO: 10.04 eV
- SMILES string: Cn1ncc(=O)o1
- Energy: -10246.4706 eV

Element x y z (Å)
C -2.23533 0.01258 -0.23406
N -0.81625 -0.33764 -0.53242
N -0.10493 -1.37295 -0.09491
C 0.99357 -0.91996 0.26242
C 0.91857 0.50371 0.33803
O 2.00367 1.17960 0.36686
O -0.15943 0.80887 -0.10787
H -2.98624 -0.67477 -0.89423
H -2.42331 1.08933 -0.51539
H -2.50189 -0.17861 0.93811
H 1.54482 -1.74753 0.59254

=====

This record from the OMol25 dataset describes a structure of composition C3H4N2O2. The level of theory is ωB97M-V/def2-TZVPD.

Computed properties:
- M: 100.1 g mol⁻¹
- Gap between HOMO and LUMO: 10.64 eV
- Energy: -10246.1752 eV

Element x y z (Å)
C -0.32088 0.77879 -1.44905
C -0.25799 0.60781 1.05750
C -0.48233 0.00567 -0.32149
N -0.06111 1.33979 -2.40978
N 0.90686 -1.19861 -0.31618
O 0.85633 -1.88444 -1.26249
O 1.57295 -1.22555 0.64784
H -1.19139 0.77063 1.57544
H 0.04307 -0.08525 1.66281
H 0.25269 1.53946 1.01668
H -1.31820 -0.64829 -0.20128

=====

This record from the OMol25 dataset describes an isolated molecule of C3H4N2O2. The level of theory is ωB97M-V/def2-TZVPD.

Computed properties:
- M: 100.1 g mol⁻¹
- Gap between HOMO and LUMO: 8.33 eV
- SMILES string: Nc1ncc(O)o1
- Energy: -10247.9335 eV

Element x y z (Å)
N 1.84967 -1.35066 0.78865
C 0.67837 -0.57393 0.12857
N -0.44748 -0.85244 0.67635
C -1.35078 0.09817 0.12990
C -0.61108 0.87278 -0.71176
O -0.84578 2.10610 -1.23627
O 0.71386 0.57863 -0.72682
H 2.83072 -1.54056 0.51237
H 1.37777 -2.04100 1.64929
H -2.41112 0.10946 0.17542
H -1.78415 2.59346 -1.38570

=====

This record from the OMol25 dataset describes an isolated molecule of C3H4N2O2. The level of theory is ωB97M-V/def2-TZVPD.

Computed properties:
- M: 100.1 g mol⁻¹
- Gap between HOMO and LUMO: 10.05 eV
- SMILES string: Nc1conc1O
- Energy: -10247.4742 eV

Element x y z (Å)
N -1.38166 -0.43039 -1.61963
C -0.64610 0.08432 -0.42066
C -0.79243 1.21631 0.45967
O 0.23520 1.13696 1.28934
N 0.95774 0.02634 1.19040
C 0.48648 -0.60753 0.17398
O 1.39991 -1.36047 -0.55815
H -1.79454 0.46608 -2.04804
H -2.22756 -0.81245 -0.97458
H -1.44205 2.20890 0.36982
H 1.06296 -1.40479 -1.47012

=====

This record from the OMol25 dataset describes an isolated molecule of C3H4N2O2. The level of theory is ωB97M-V/def2-TZVPD.

Computed properties:
- M: 100.1 g mol⁻¹
- Gap between HOMO and LUMO: 8.20 eV
- Energy: -10247.8863 eV

Element x y z (Å)
N 0.02355 2.03641 0.68346
C 0.37238 0.68562 0.47294
C 1.59051 0.12130 0.26316
O 1.10145 -1.29794 -0.17082
C -0.16489 -1.29784 -0.24493
O -0.81666 -2.17825 -0.98565
N -0.71690 -0.20196 0.25516
H -0.52855 2.34213 -0.11741
H 0.88787 2.56985 0.64949
H -0.12963 -2.62521 -1.50950
H -1.61912 -0.15408 0.70409

=====

This record from the OMol25 dataset describes an isolated molecule of C3H4N2O2. The level of theory is ωB97M-V/def2-TZVPD.

Computed properties:
- M: 100.1 g mol⁻¹
- Gap between HOMO and LUMO: 10.26 eV
- SMILES string: Cn1ncoc1=O
- Energy: -10249.5203 eV

Element x y z (Å)
C 0.74106 0.31852 1.42674
N 0.11091 -0.13202 0.20273
N 0.82897 -0.48169 -0.93720
C 0.01776 -0.30553 -1.92757
O -1.18840 0.13607 -1.68541
C -1.20005 -0.06892 0.04128
O -2.23510 -0.09689 0.60441
H 1.23223 -0.48129 1.98020
H 1.47642 1.11035 1.20041
H -0.12780 0.62879 2.01314
H 0.34400 -0.62740 -2.91873

=====

Across the entries above, HOMO takes the values -9.61 -10.61 -7.94 -9.57 -7.93 -9.42 eV, respectively.
Across the entries above, relative energy (zero: lowest compared OMol25 entry of this formula, charge and spin) takes the values 559.1 587.6 417.9 462.3 422.5 264.8 kJ/mol, respectively.